C36H55CoFGeN6O3S2Si3 | ωB97M-V with the def2-TZVPD basis set

Cartesian coordinates (Å):
Co: -1.03 0.88 -0.39
F: 1.80 -5.14 -0.64
C: 2.43 -3.94 -0.68
C: 1.69 -2.81 -0.84
C: 2.33 -1.57 -0.93
C: 1.54 -0.35 -1.08
O: 0.31 -0.44 -1.34
C: 2.25 0.88 -0.91
C: 3.61 0.84 -0.87
N: 4.36 -0.28 -0.88
C: 5.80 -0.17 -0.91
C: 6.52 -0.70 -2.12
C: 6.42 0.78 -1.89
C: 3.73 -1.51 -0.84
C: 4.46 -2.69 -0.64
C: 3.83 -3.91 -0.55
N: 4.61 -5.07 -0.31
C: 5.44 -5.52 -1.42
C: 6.61 -6.34 -0.89
N: 6.06 -7.49 -0.08
C: 5.17 -7.00 1.03
C: 4.04 -6.19 0.42
C: 1.60 2.24 -0.81
O: 2.30 3.22 -1.00
O: 0.36 2.28 -0.45
H: 0.61 -2.85 -0.89
H: 4.15 1.78 -0.82
H: 6.27 -0.28 0.06
H: 5.91 -1.12 -2.91
H: 7.47 -1.18 -1.97
H: 5.75 1.34 -2.53
H: 7.30 1.32 -1.56
H: 5.53 -2.64 -0.50
H: 5.85 -4.67 -1.96
H: 4.87 -6.13 -2.14
H: 7.22 -5.75 -0.20
H: 7.23 -6.74 -1.68
H: 6.82 -8.06 0.29
H: 5.51 -8.10 -0.70
H: 5.79 -6.38 1.68
H: 4.81 -7.87 1.58
H: 3.41 -5.82 1.23
H: 3.43 -6.84 -0.21
C: -3.98 3.61 -3.42
Si: -4.60 3.38 -1.68
C: -5.82 1.98 -1.53
C: -5.53 4.90 -1.10
Ge: -2.68 2.87 -0.25
Si: -1.13 5.07 -0.71
C: -0.50 4.82 -2.41
C: 0.06 5.13 0.70
C: -2.40 6.41 -0.62
Si: -3.16 3.14 2.14
C: -4.36 1.74 2.34
C: -1.62 3.03 3.15
C: -3.99 4.78 2.43
H: -4.79 3.42 -4.14
H: -3.16 2.93 -3.66
H: -3.63 4.63 -3.59
H: -6.78 2.33 -1.93
H: -5.98 1.69 -0.49
H: -5.51 1.10 -2.09
H: -6.29 5.11 -1.85
H: -4.92 5.79 -0.97
H: -6.05 4.70 -0.16
H: 0.46 4.32 -2.39
H: -0.39 5.81 -2.86
H: -1.20 4.26 -3.03
H: 0.45 4.15 0.94
H: -0.41 5.58 1.58
H: 0.90 5.76 0.38
H: -3.03 6.42 -1.51
H: -1.86 7.37 -0.58
H: -3.03 6.36 0.27
H: -4.00 0.81 1.90
H: -5.32 1.99 1.89
H: -4.53 1.56 3.41
H: -0.95 2.23 2.81
H: -1.89 2.83 4.19
H: -1.08 3.97 3.12
H: -4.76 5.02 1.70
H: -3.27 5.60 2.46
H: -4.47 4.73 3.41
S: -2.59 0.40 -2.24
C: -2.53 -1.32 -2.11
N: -1.74 -2.01 -2.96
C: -1.61 -3.35 -2.98
C: -2.30 -4.11 -2.08
C: -3.13 -3.44 -1.15
C: -3.24 -2.08 -1.17
H: -1.20 -1.44 -3.60
H: -0.95 -3.76 -3.73
H: -2.21 -5.18 -2.09
H: -3.68 -4.02 -0.42
H: -3.86 -1.55 -0.45
C: -1.34 0.14 6.12
C: -2.01 -0.49 4.94
C: -3.19 -1.21 5.05
C: -3.73 -1.72 3.89
N: -3.16 -1.55 2.70
C: -2.02 -0.85 2.69
S: -1.20 -0.76 1.12
N: -1.43 -0.31 3.75
H: -1.69 -0.29 7.06
H: -1.54 1.21 6.14
H: -0.26 0.01 6.04
H: -3.66 -1.37 6.01
H: -4.66 -2.28 3.90

ΔE to the lowest compared entry with this formula, charge and spin ... 0.626 eV
Molar mass ... 918.8 g/mol
Frontier orbital gap (spin up / spin down) ... 6.4 / 5.6 eV
Energy ... -7183.04507 Ha
Net charge ... +2
Largest force on an atom ... 0.97 eV Å⁻¹
2S+1 ... 6

C5H14 | ωB97M-V with the def2-TZVPD basis set

Cartesian coordinates (Å):
C: -0.40 1.37 -0.56
C: 0.16 2.84 -0.23
C: -1.73 1.12 0.19
H: -0.39 1.37 -1.68
H: 0.45 0.73 0.00
H: 1.21 3.03 -0.83
H: 0.26 3.12 0.82
H: -1.65 1.02 1.34
H: -2.43 1.99 0.08
H: -0.58 3.50 -0.71
H: -2.28 0.30 -0.28
C: 0.27 -2.96 0.39
C: 1.51 -2.11 0.19
H: 0.51 -3.82 -0.32
H: 0.09 -3.53 1.28
H: -0.51 -2.41 -0.02
H: 1.59 -2.00 -0.94
H: 1.42 -1.05 0.69
H: 2.48 -2.52 0.59

ΔE to the lowest compared entry with this formula, charge and spin ... 1.512 eV
Molar mass ... 74.2 g/mol
Frontier orbital gap ... 11.8 eV
SMILES ... CCC.CC
Energy ... -198.83358 Ha
Net charge ... 0
Largest force on an atom ... 4.01 eV Å⁻¹

C4H13NO2 | ωB97M-V with the def2-TZVPD basis set

Cartesian coordinates (Å):
C: -1.71 -2.04 1.17
C: -0.53 -1.37 1.84
C: 0.15 -0.38 0.96
C: 1.42 -0.49 0.43
N: 1.88 0.30 -0.70
H: -2.45 -1.38 0.99
H: -2.17 -2.85 1.77
H: -1.28 -2.41 0.16
H: -0.98 -0.97 2.69
H: 0.38 -1.94 2.31
H: -0.39 0.55 0.92
H: 1.93 -1.39 0.52
H: 2.78 0.24 -1.08
H: 1.53 1.21 -0.68
H: -0.12 0.22 -1.49
H: -1.61 -0.09 -1.26
O: -0.97 0.44 -1.85
H: -0.02 3.76 -1.25
H: -0.32 2.40 -1.72
O: 0.16 2.85 -1.07

ΔE to the lowest compared entry with this formula, charge and spin ... 1.673 eV
Molar mass ... 107.2 g/mol
Frontier orbital gap ... 9.0 eV
SMILES ... CC/C=C/N.O.O
Energy ... -365.38100 Ha
Net charge ... 0
Largest force on an atom ... 5.14 eV Å⁻¹

C3H5NO2S | ωB97M-V with the def2-TZVPD basis set

Cartesian coordinates (Å):
C: 0.85 1.62 -0.05
C: -1.55 -0.65 0.43
C: -0.08 -0.38 -0.46
N: -0.07 1.01 -0.67
O: 1.67 0.98 0.75
O: 2.49 -1.05 -0.53
S: 1.56 -0.72 0.50
H: 0.85 2.65 -0.09
H: -2.11 -0.97 -0.43
H: -1.98 0.24 0.77
H: -1.39 -1.57 1.05
H: -0.23 -1.17 -1.27

ΔE to the lowest compared entry with this formula, charge and spin ... 2.424 eV
Molar mass ... 119.1 g/mol
Frontier orbital gap ... 10.2 eV
Energy ... -720.65743 Ha
Net charge ... 0
Largest force on an atom ... 4.64 eV Å⁻¹

Copy entry 2 word for word.
C5H14 | ωB97M-V with the def2-TZVPD basis set

Cartesian coordinates (Å):
C: -0.40 1.37 -0.56
C: 0.16 2.84 -0.23
C: -1.73 1.12 0.19
H: -0.39 1.37 -1.68
H: 0.45 0.73 0.00
H: 1.21 3.03 -0.83
H: 0.26 3.12 0.82
H: -1.65 1.02 1.34
H: -2.43 1.99 0.08
H: -0.58 3.50 -0.71
H: -2.28 0.30 -0.28
C: 0.27 -2.96 0.39
C: 1.51 -2.11 0.19
H: 0.51 -3.82 -0.32
H: 0.09 -3.53 1.28
H: -0.51 -2.41 -0.02
H: 1.59 -2.00 -0.94
H: 1.42 -1.05 0.69
H: 2.48 -2.52 0.59

ΔE to the lowest compared entry with this formula, charge and spin ... 1.512 eV
Molar mass ... 74.2 g/mol
Frontier orbital gap ... 11.8 eV
SMILES ... CCC.CC
Energy ... -198.83358 Ha
Net charge ... 0
Largest force on an atom ... 4.01 eV Å⁻¹

Among the records above, which one has the highest ΔE to the lowest compared entry with this formula, charge and spin?
C3H5NO2S

Which of these has the highest net charge?
C36H55CoFGeN6O3S2Si3